1.
Entry from the OMol25 dataset: 8 unconnected molecules or ions with the total composition C28H49NO21 at a distorted geometry (wB97M-V/def2-TZVPD).

The geometry in XYZ format:
```
99
Properties=species:S:1:pos:R:3
H -0.66 4.22 -1.93
H 0.90 -2.03 4.06
H -0.05 -1.60 -4.18
C -2.69 0.61 0.44
N 1.37 6.87 -1.24
O 1.75 0.20 -1.30
O -1.54 -0.25 4.44
O 0.46 -0.28 5.02
C -1.24 -1.66 4.27
H 0.61 6.35 -4.25
C -1.20 5.69 -3.35
H -3.20 7.76 4.29
C 2.60 -1.10 0.68
O -2.83 4.17 3.10
O -2.81 0.78 -0.86
H 2.02 1.38 1.64
H 2.39 -5.29 -0.51
O 1.37 2.13 -0.21
O -0.42 1.72 4.69
H -2.20 -6.45 2.69
C 0.18 -1.66 4.74
C -1.15 -6.51 2.70
C -0.69 3.88 1.36
C 2.55 -0.82 -6.70
H -1.25 -1.91 3.22
H 3.58 -0.62 0.60
H -1.96 -0.51 -2.02
H 2.13 1.17 -4.91
H -0.38 7.67 -3.80
H -0.64 -2.28 -2.81
C 0.79 6.85 -2.23
C 0.07 -2.52 6.01
O -3.53 1.25 1.22
H 4.02 -5.30 -1.06
H -1.74 1.10 -2.57
H 1.23 -1.03 -9.06
O 0.09 -5.14 4.01
H 2.33 -1.40 1.69
H -4.08 6.27 3.88
H 0.25 -3.53 5.86
C 2.20 -1.59 -8.98
O -1.69 -0.25 0.87
H 2.76 -2.00 0.16
C 1.51 -0.15 0.09
H -2.03 -2.10 4.83
H 0.69 -4.91 1.20
C -3.07 6.74 4.19
H -0.69 2.98 1.96
H 2.08 -2.66 -8.79
C 0.07 -2.49 -3.55
O 0.58 -6.57 5.56
H -1.74 3.64 0.98
C -0.50 0.51 4.76
H 0.23 4.15 -3.43
H -0.08 3.78 0.41
H 3.33 0.45 -3.70
O 3.34 -0.30 -5.72
C -1.75 0.44 -1.75
C 3.24 -4.65 -0.73
O -2.02 6.48 3.34
H -3.45 0.04 2.85
H -3.07 6.28 5.23
O 1.20 -1.02 -6.40
O 1.34 -2.58 -2.95
H -3.89 1.70 3.14
H -0.78 0.30 -1.30
H -0.94 -2.52 6.44
C 2.67 0.26 -4.62
C -0.08 -4.25 1.72
O 1.55 2.20 -2.43
H -1.46 3.45 -3.36
O 3.03 -1.17 -7.90
C 1.52 1.54 -1.40
H 0.85 -2.13 6.60
H -0.93 -4.16 0.98
C -0.67 -5.05 2.85
C -1.88 5.32 2.77
C -3.25 1.09 2.58
H 2.67 -1.56 -10.01
O -0.62 -7.21 3.79
H -1.88 5.64 -4.16
O -0.85 5.17 1.92
O 2.91 -3.70 -1.72
C -0.02 6.73 -3.48
C 1.60 -3.55 -2.10
H -1.93 6.00 -2.55
H 3.68 -4.27 0.26
H 0.43 1.12 1.33
C -0.02 -6.30 4.55
H -2.28 1.58 2.80
C -0.72 4.29 -3.00
H 2.03 -0.54 -4.16
H 0.22 -3.26 2.06
H -0.06 -3.41 -4.10
O 0.56 -4.44 -1.74
C 1.34 1.19 0.85
H 0.63 -0.77 0.28
H -1.56 -4.56 3.18
H -0.80 -7.14 1.84
```

Summary:
energy relative to the best compared isomer or geometry (same formula, charge and spin) = 3.5020 eV
total charge = 0
strongest force on any atom = 9.07 eV Å⁻¹
HOMO level = -9.68 eV
structure (SMILES) = C[C@H]1COC(=O)O1.C[C@H]1COC(=O)O1.C[C@H]1COC(=O)O1.COC(=O)OC.COC(=O)OC.COC(=O)OC.COC(=O)OC.CCCC#N


2.
Entry from the OMol25 dataset: a molecular structure, C28H50EuP2Si at a distorted geometry (wB97M-V/def2-TZVPD).

The geometry in XYZ format:
```
82
Properties=species:S:1:pos:R:3
C -1.24 -0.08 2.36
H 1.86 3.74 -0.75
H -2.59 -1.68 0.44
Eu -0.88 1.47 0.63
H 1.70 -0.24 2.29
H 4.94 -1.76 -1.72
H 1.71 -6.02 -2.26
C 4.08 -3.63 -1.37
H -4.13 2.31 0.67
C -2.18 3.32 -0.94
C 3.53 -4.97 -1.75
C -4.48 -0.30 4.74
C -2.36 3.52 0.46
H 4.02 -4.70 -4.23
Si -2.74 0.35 5.01
H 4.18 -3.47 -0.29
H -5.10 -0.33 5.64
H -2.70 2.26 -2.73
H 3.38 1.19 -1.11
H 1.57 5.28 0.06
H -3.17 2.45 2.17
C -0.20 3.47 -2.60
H -4.44 -1.32 4.34
H 1.04 -2.05 -1.31
H 1.70 3.80 1.01
H 4.04 -5.42 -2.61
P -1.12 -0.71 -1.21
C 3.65 -3.68 -4.41
H 4.34 -1.66 -4.06
H 0.41 -3.88 -3.05
H 3.31 -0.51 -1.70
H -1.22 4.72 2.98
C -1.09 3.94 1.01
C -0.75 3.89 2.45
H 2.14 0.71 -2.32
H -0.70 -1.80 -3.39
H -3.41 -1.41 -1.13
C 2.72 0.38 -1.44
H -2.35 -2.85 -0.92
C -2.78 2.10 5.67
H -3.30 2.77 4.97
C -1.85 0.31 3.35
C 0.52 -1.42 -0.56
C 1.31 4.22 0.07
H 3.78 -3.50 -5.49
H -0.27 -0.06 -3.35
H -3.80 1.98 -1.38
C -2.50 -1.80 -0.65
H -3.86 3.50 -2.26
C -0.15 4.00 -0.07
H 5.61 -2.87 -4.00
H -5.00 0.33 4.01
C -3.18 2.74 -1.87
C 4.57 -2.67 -3.68
H 3.03 -1.12 1.45
C 4.50 -2.65 -2.19
H 3.71 -5.65 -0.90
H -4.13 3.82 1.60
C 2.00 -4.98 -2.01
H -1.77 -1.79 5.78
H -3.29 2.21 6.63
H -1.76 2.48 5.80
C 2.44 -0.20 1.47
H -2.26 -0.83 7.18
C -1.81 -0.77 6.18
H 0.32 -2.01 0.35
C 1.50 -4.05 -3.08
H -0.78 -0.42 6.31
C 2.19 -3.53 -4.10
H 3.10 0.66 1.63
H -0.64 2.63 -3.16
P 1.52 0.13 -0.09
H -1.11 2.96 2.96
C -3.50 3.00 1.26
H 0.87 3.28 -2.53
C -1.00 -0.81 -3.03
C -0.82 3.61 -1.26
H 1.63 -2.94 -4.84
H -0.33 4.37 -3.23
H 1.48 -4.75 -1.07
H -2.00 -0.55 -3.42
H 0.34 3.95 2.61
```

Summary:
energy relative to the best compared isomer or geometry (same formula, charge and spin) = 0.0000 eV
total charge = +1
strongest force on any atom = 1.70 eV Å⁻¹
HOMO level (alpha / beta) = -10.69 / -10.72 eV
2S+1 = 7
<S²> = 12.045